13
Properties=species:S:1:pos:R:3:lowdin_charge:R:1 method="wB97M-V/def2-TZVPD" gap_ha=0.3631 spin_multiplicity=1 smiles="ClC1(Cl)C=NC=CC1" e_lumo_ha=0.007
C 1.24253 -0.07826 -0.69081 -0.076
C 1.55220 -0.27048 0.56818 -0.162
C -0.55462 -0.26218 1.31990 -0.207
C -0.08992 0.47420 -0.97590 -0.254
C -1.22932 -0.03756 -0.09969 -1.188
N 0.63755 -0.35918 1.61910 0.076
Cl -2.09169 -1.40457 -0.67750 0.680
Cl -2.44592 1.26571 0.04305 0.625
H 2.07706 -0.15753 -1.36357 0.107
H 2.62794 -0.51622 0.85148 0.127
H -1.19637 -0.40391 2.17383 0.106
H -0.18816 1.47907 -0.79499 0.069
H -0.34127 0.27092 -1.97309 0.096



27
Properties=species:S:1:pos:R:3:lowdin_charge:R:1 method="wB97M-V/def2-TZVPD" gap_ha=0.2857 spin_multiplicity=1 e_lumo_ha=-0.025
C 5.99242 1.29117 0.13272 0.050
H 6.06167 2.36708 0.01027 0.080
H 6.59293 1.04073 0.93377 0.053
H 6.53624 0.86028 -0.84007 0.139
O 4.61447 0.67658 -0.12548 -0.077
C 4.33078 -0.54526 0.02356 -0.705
O 5.16946 -1.40987 0.10482 0.102
C 2.89165 -0.77522 -0.16459 -0.264
H 2.62664 -1.36616 -1.02072 0.078
H 2.70200 -1.43295 0.83086 0.150
S 1.82847 0.91020 -0.03276 0.910
C 0.23699 0.02657 -0.13745 -0.578
N 0.20034 -1.56551 -0.12787 0.095
N -1.13523 -1.44040 0.03038 -0.057
C -1.75988 -0.32718 -0.14958 -0.410
N -0.88638 0.58956 0.08542 0.114
C -3.14074 -0.22640 0.03500 -0.040
C -4.15702 -1.14490 0.09531 -0.059
C -5.35750 -0.64022 -0.04777 -0.201
N -5.92819 0.54641 0.10741 0.074
C -5.04994 1.46829 -0.13072 -0.269
C -3.75520 1.34837 0.11043 0.041
H -2.93082 2.17574 -0.01362 0.127
H -5.47010 2.52645 0.11288 0.139
H -6.23111 -1.33998 -0.20126 0.129
H -3.74494 -2.10754 0.02745 0.091
H -1.54750 -2.63633 0.00531 0.289



85
Properties=species:S:1:pos:R:3:lowdin_charge:R:1 method="wB97M-V/def2-TZVPD" gap_ha=0.1395 spin_multiplicity=1 total_charge=+2 e_lumo_ha=-0.301
Hf -1.54079 -1.05697 1.21237 1.825
C -1.27297 -0.36661 3.46724 -0.251
C -1.65977 0.81615 2.76792 -0.242
C -3.37599 -0.76965 2.50531 -0.305
C -2.31989 -1.36614 3.29387 -0.330
C -2.92574 0.55910 2.10797 -0.308
C -0.00593 -0.55062 4.24583 -0.005
H 0.68710 0.29863 4.15750 0.094
H 0.52181 -1.42574 3.85417 0.026
H -0.16895 -0.74019 5.31871 0.117
C -2.33349 -2.69985 3.96245 0.003
H -1.47095 -3.31780 3.66764 0.077
H -3.26451 -3.22684 3.72126 0.092
H -2.31877 -2.54069 5.05575 0.121
C -4.58996 -1.50618 2.03143 0.000
H -5.06334 -2.12042 2.81924 0.114
H -4.36133 -2.23209 1.21791 0.103
H -5.37019 -0.81659 1.65791 0.109
C -3.67048 1.54941 1.28309 -0.007
H -4.52151 1.92205 1.86793 0.121
H -4.06996 1.08840 0.37311 0.096
H -3.03785 2.38844 0.96677 0.090
C -1.03655 2.17419 2.90580 0.009
H -1.60997 2.85986 3.56006 0.126
H -0.97048 2.65073 1.91977 0.061
H -0.01840 2.10930 3.31640 0.082
C 2.78308 0.58331 0.52373 -0.084
C 2.67023 1.64153 1.33574 -0.095
C 2.18817 3.04494 1.02662 -0.164
C 1.57419 3.26430 -0.36959 -0.181
C 0.23778 2.62812 -0.49300 -0.078
C -0.17099 1.34930 -0.60198 -0.144
C 0.63900 0.10767 -0.90337 -0.224
C 2.16852 0.35611 -0.83485 -0.185
H 3.02418 3.75114 1.14178 0.131
H 2.30382 2.96883 -1.11995 0.078
H 1.46052 3.31262 1.81136 0.099
H 2.39535 1.22492 -1.45213 0.069
H 3.30751 -0.31632 0.89127 0.108
H 3.15288 1.57100 2.31470 0.108
H 2.68669 -0.49391 -1.30556 0.115
H 0.39229 -0.80079 -0.31131 0.036
H -1.27471 1.19923 -0.51252 0.080
H 0.44953 -0.19279 -1.94349 0.071
H 1.44909 4.35378 -0.49011 0.131
H -0.52995 3.39525 -0.31354 0.121
P 0.99857 1.34376 -4.11383 0.805
P -1.93330 1.12753 -4.83523 0.763
C 0.62893 1.71896 -5.89885 -0.434
C -0.73926 1.18231 -6.29881 -0.452
H 1.41345 1.25746 -6.51380 0.085
H 0.70012 2.80739 -6.03561 0.079
H -1.17670 1.79888 -7.09766 0.079
H -0.64760 0.14928 -6.66554 0.077
C -3.38933 0.68305 -5.89708 -0.335
H -4.31891 0.87289 -5.34113 0.032
H -3.33128 -0.38810 -6.13802 0.033
H -3.39138 1.26771 -6.83096 0.044
C -2.26558 2.96307 -4.86034 -0.314
H -2.34113 3.31483 -5.90436 0.049
H -1.46600 3.50712 -4.33236 0.023
H -3.21838 3.13633 -4.33662 0.031
C 1.89598 -0.22438 -4.42180 -0.283
H 2.22298 -0.66067 -3.47092 0.013
H 2.76858 -0.01093 -5.05014 0.047
H 1.24271 -0.93943 -4.93512 0.048
C 2.44604 2.47812 -3.99745 -0.275
H 2.19409 3.44540 -4.44617 0.047
H 3.29036 2.04008 -4.54191 0.048
H 2.73072 2.65288 -2.95724 -0.005
C 1.75884 -5.71804 2.99782 -0.174
Si 2.19880 -3.95009 3.34209 0.439
C 1.86546 -3.47359 5.12919 -0.176
C 4.04705 -3.79829 3.13404 -0.171
C 0.95486 -3.02649 2.30810 -0.126
C 0.04735 -2.39312 1.71412 -0.206
H 2.16939 -6.36975 3.77587 0.054
H 2.13250 -6.03331 2.01793 0.049
H 0.66746 -5.79558 2.98100 0.033
H 2.34785 -4.22594 5.77156 0.055
H 2.26357 -2.48280 5.39335 0.043
H 0.78706 -3.47263 5.34047 0.027
H 4.39269 -4.06578 2.12743 0.041
H 4.44625 -2.81088 3.39767 0.038
H 4.46892 -4.53541 3.83908 0.058



126
Properties=species:S:1:pos:R:3:lowdin_charge:R:1 method="wB97M-V/def2-TZVPD" gap_ha=0.2794 spin_multiplicity=1 total_charge=+1 e_lumo_ha=-0.095
C -5.43710 1.37192 3.91930 -0.085
C -4.94119 -0.06044 4.14035 -0.203
C -5.01212 -0.96902 2.92610 -0.179
O -3.74134 -1.16653 2.29044 -0.145
C -3.48395 -0.27435 1.22930 -0.171
C -2.09812 -0.61139 0.73046 -0.202
C -0.99085 -0.50579 1.80804 -0.266
C -1.25917 0.55952 2.86707 -0.143
C 0.05048 1.05427 3.50267 -0.167
C 0.69418 2.23313 2.75292 -0.202
C 0.56768 3.56308 3.49420 -0.229
S 1.86509 3.87560 4.64091 0.589
O 1.76014 5.23158 5.10084 -0.263
O 1.88918 2.78519 5.58763 -0.272
O 3.16083 3.79683 3.75526 -0.134
C -0.70108 -1.83987 2.46831 -0.095
C -0.36967 -2.98080 1.49886 -0.319
C 1.11266 -3.32773 1.54757 -0.225
C 1.46421 -4.09663 2.82504 -0.268
C 2.70163 -4.96550 2.67234 -0.561
S 4.21106 -4.04213 2.29167 0.732
C -0.86487 -2.68725 0.08242 -0.549
Br 0.33254 -1.63914 -0.99657 0.925
N -2.20804 -2.01472 0.21013 -0.044
C -3.24405 -2.24395 -0.90412 -0.038
C -3.65151 -1.16540 -1.90968 -0.029
C -3.01732 -0.94071 -3.28654 -0.424
F -1.88497 -0.19989 -3.22465 0.102
F -3.92738 -0.22605 -4.01472 0.121
C -2.78423 -2.21855 -4.12782 -0.304
F -3.96040 -2.91693 -4.04192 0.137
F -1.81493 -2.97284 -3.53581 0.105
C -2.46504 -2.12227 -5.68592 -0.315
F -3.66209 -2.05568 -6.32628 0.155
F -1.85513 -3.30626 -5.95785 0.125
C -1.65582 -0.91186 -6.28421 -0.364
F -1.88057 -0.96518 -7.63033 0.119
F -2.16014 0.24802 -5.78185 0.120
S 0.24383 -0.93023 -6.08311 0.770
F 0.28291 -2.11319 -7.13456 -0.119
F 0.08187 -2.01214 -4.92645 -0.159
F 0.19326 0.20533 -4.97592 -0.130
F 0.37834 0.16242 -7.21272 -0.099
F 1.80487 -1.02078 -5.92533 -0.092
H -4.66640 2.10854 4.11820 0.069
H -5.78004 1.52886 2.90043 0.066
H -6.27459 1.60875 4.56448 0.074
H -3.92123 -0.05781 4.50709 0.098
H -5.53882 -0.52155 4.91996 0.110
H -5.70011 -0.54641 2.19429 0.120
H -5.38590 -1.95264 3.18366 0.125
H -4.23064 -0.43723 0.45015 0.113
H -3.55464 0.77580 1.50112 0.139
H -1.83728 0.07488 -0.06963 0.146
H -0.09046 -0.18190 1.28927 0.109
H -1.88083 0.12835 3.64323 0.107
H -1.74594 1.42886 2.43593 0.119
H 0.77035 0.24279 3.49487 0.108
H -0.13789 1.34536 4.52794 0.112
H 1.73653 2.01218 2.54755 0.104
H 0.23472 2.35724 1.77486 0.114
H -0.34302 3.60774 4.07837 0.116
H 0.59843 4.38692 2.78828 0.114
H 3.47265 2.88874 3.73997 0.095
H -1.56946 -2.09821 3.07051 0.130
H 0.14006 -1.74669 3.14150 0.116
H -0.89429 -3.88969 1.79339 0.148
H 1.70424 -2.41764 1.52536 0.101
H 1.38901 -3.94789 0.69866 0.110
H 1.64317 -3.40524 3.64563 0.109
H 0.63503 -4.74105 3.11385 0.116
H 2.92192 -5.48481 3.59788 0.068
H 2.53952 -5.69860 1.88933 0.074
H 4.06814 -4.02853 0.97295 -0.156
H -1.01726 -3.62782 -0.43205 0.116
H -2.62356 -2.51224 1.00443 0.167
H -2.98578 -3.16857 -1.39575 0.129
H -4.14167 -2.46478 -0.33715 0.139
H -4.67761 -1.41387 -2.16035 0.144
H -3.70300 -0.17826 -1.46131 0.127
C 0.36840 -5.55863 -6.52078 -0.097
O 1.33843 -6.01472 -5.60330 -0.174
C 1.66747 -4.98300 -4.69669 -0.213
C 2.22408 -5.51246 -3.40099 -0.177
O 1.23379 -6.01021 -2.50725 -0.145
C 0.71891 -7.30732 -2.79261 -0.183
C 1.65834 -8.43472 -2.43911 -0.217
O 2.64437 -8.58447 -3.43634 -0.194
C 3.75014 -9.34000 -2.98990 -0.103
H 0.73546 -4.70670 -7.10293 0.084
H 0.12819 -6.37325 -7.19944 0.095
H -0.53532 -5.27283 -5.97940 0.074
H 0.77427 -4.38924 -4.46654 0.106
H 2.41515 -4.32125 -5.15931 0.136
H 2.66953 -4.66299 -2.87776 0.124
H 3.00684 -6.25085 -3.58175 0.126
H 0.40680 -7.38415 -3.83596 0.126
H -0.16642 -7.40537 -2.16006 0.123
H 1.07836 -9.36448 -2.35202 0.131
H 2.12703 -8.22524 -1.46831 0.127
H 4.24159 -8.85657 -2.13746 0.089
H 4.45438 -9.40242 -3.81524 0.090
H 3.45153 -10.35349 -2.70018 0.090
C 4.02584 7.19375 3.58348 -0.107
O 3.02466 7.98873 2.98456 -0.191
C 2.17512 8.59190 3.94665 -0.205
C 1.48562 9.80604 3.37292 -0.187
O 2.30354 10.95993 3.30298 -0.123
C 3.24319 11.03071 2.24480 -0.185
C 2.64281 11.38148 0.90478 -0.209
O 2.04713 10.24883 0.29530 -0.196
C 1.16094 10.61142 -0.73538 -0.119
H 3.58481 6.37671 4.15683 0.049
H 4.64009 6.78375 2.78340 0.090
H 4.66404 7.79373 4.24300 0.094
H 2.75592 8.89337 4.82600 0.132
H 1.41663 7.86573 4.26847 0.117
H 0.68133 10.07528 4.06055 0.128
H 1.04086 9.57366 2.40206 0.122
H 3.83327 10.11458 2.17276 0.124
H 3.91194 11.84728 2.52223 0.129
H 3.43778 11.76538 0.24972 0.129
H 1.89405 12.17078 1.04452 0.129
H 0.34016 11.23136 -0.35530 0.088
H 0.74736 9.69364 -1.14858 0.084
H 1.67454 11.15902 -1.53478 0.088



18
Properties=species:S:1:pos:R:3:lowdin_charge:R:1 method="wB97M-V/def2-TZVPD" gap_ha=0.3602 spin_multiplicity=1 smiles="O=c1cc[nH]c(=O)[nH]1.C=C" e_lumo_ha=0.004
C -0.65554 -1.18671 0.62927 -0.388
C 0.57671 -1.11563 -0.09301 -0.088
C 1.27392 -0.01703 -0.05345 -0.132
C -0.18157 1.08148 1.50266 -0.525
C 0.81079 -0.11217 -3.73995 -0.112
C 0.03872 0.10276 -2.68801 -0.123
H -1.44937 -0.17363 2.39750 0.117
H 0.90755 -1.99994 -0.60103 0.129
H 2.35221 0.09609 -0.43242 0.165
H 1.16370 2.13231 0.34746 0.211
H 1.12738 -1.08922 -4.19257 0.063
H 1.43623 0.80582 -4.04176 0.069
H -0.21871 -0.95319 -2.08556 0.107
H 0.03718 1.09076 -2.21441 0.054
N -0.73257 -0.21623 1.74708 0.200
N 0.89756 1.12363 0.65908 0.105
O -1.65885 -1.86615 0.41362 0.073
O -0.55231 2.01903 2.16571 0.075



15
Properties=species:S:1:pos:R:3:lowdin_charge:R:1 method="wB97M-V/def2-TZVPD" gap_ha=0.3599 spin_multiplicity=1 smiles="[H]/N=N/C.C=NC" e_lumo_ha=0.033
C -0.89268 -1.39549 -0.52674 -0.088
N 0.71964 -1.37504 -0.15117 -0.112
N 1.14384 -2.39294 0.37284 0.020
H 2.16702 -2.34552 0.55518 0.068
H -1.25326 -2.27191 0.01530 0.049
H -0.85832 -1.63718 -1.58662 0.067
H -1.67748 -0.69698 -0.23908 0.056
C -0.49143 1.65922 -0.64294 -0.183
C 0.76290 1.43427 1.32070 -0.076
N -0.03697 2.10452 0.62125 -0.089
H -0.37972 0.50451 -0.83399 0.035
H -0.00303 2.23090 -1.43358 0.081
H -1.57064 1.79205 -0.71298 0.071
H 1.05822 1.83042 2.28107 0.057
H 1.31190 0.55918 0.96075 0.044



15
Properties=species:S:1:pos:R:3:lowdin_charge:R:1 method="wB97M-V/def2-TZVPD" gap_ha=0.2405 spin_multiplicity=1 e_lumo_ha=-0.098
C -1.37885 0.50177 -0.15489 -0.316
C -2.81489 0.06376 -0.37170 -0.282
O -3.86145 0.56994 -0.05054 0.053
C -0.81611 -0.12610 1.08700 -0.514
S 0.56339 -1.35401 0.53089 0.610
S 1.71593 1.08575 -0.49266 0.526
C 3.21955 -0.19711 -0.44073 -0.450
H -0.82245 0.20869 -1.04193 0.046
H -1.51088 1.59139 -0.13411 0.124
H -3.00124 -0.98255 -0.74821 0.133
H -1.52526 -0.83058 1.54410 0.071
H -0.05447 0.12995 1.80611 0.007
H 4.08781 0.41038 -0.70864 0.011
H 3.02981 -0.61282 -1.42118 0.004
H 3.16912 -0.45844 0.59648 -0.023



100
Properties=species:S:1:pos:R:3:lowdin_spin:R:1 method="wB97M-V/def2-TZVPD" gap_ha="0.2547 / 0.1410" spin_multiplicity=2 total_charge=+2 e_lumo_ha="-0.268 / -0.381"
Zn 2.24184 -1.35658 0.03007 0.000
O -0.68888 1.11496 -0.34175 0.000
C 0.33418 0.26459 -0.22431 0.000
O 0.18727 -0.94684 -0.06641 0.000
O 1.51397 0.60304 -0.28606 0.000
H -0.09161 1.85848 -0.45144 0.000
C -0.11975 5.19140 -2.02672 0.000
C -0.51443 4.74609 -0.62684 0.000
C -1.93071 4.13876 -0.72405 0.000
O 0.34407 3.64901 -0.25955 0.000
H -0.02537 4.36245 -2.72817 0.000
H 0.86231 5.66428 -2.03304 0.000
H -0.87148 5.80541 -2.52270 0.000
H -0.66229 5.58996 0.04705 0.000
H -2.61964 4.87310 -1.14144 0.000
H -2.20507 3.65664 0.21423 0.000
H -1.96865 3.31541 -1.43732 0.000
H 1.27073 3.84885 -0.41112 0.000
C -0.51378 -2.74475 -3.58133 0.000
C -2.03568 -2.47943 -3.48646 0.000
C -2.23963 -1.22600 -2.68232 0.000
O -2.55474 -2.20035 -4.77903 0.000
H -0.09911 -2.81794 -2.57595 0.000
H -0.03352 -1.86504 -4.00977 0.000
H -0.12227 -3.61052 -4.11543 0.000
H -2.61071 -3.30722 -3.07148 0.000
H -1.74421 -0.33176 -3.06047 0.000
H -1.83937 -1.41878 -1.68696 0.000
H -3.32125 -1.12532 -2.59259 0.000
H -1.84756 -1.82564 -5.30921 0.000
C 1.22110 1.52808 -4.41295 0.000
C 2.79639 1.83008 -4.37937 0.000
C 3.25455 2.59051 -3.10098 0.000
O 3.56912 0.62723 -4.55832 0.000
H 0.62640 2.39483 -4.70136 0.000
H 0.96633 1.16024 -3.41903 0.000
H 1.03207 0.73248 -5.13364 0.000
H 2.97730 2.48903 -5.22858 0.000
H 3.10453 1.99960 -2.19742 0.000
H 2.63490 3.48724 -3.09936 0.000
H 4.26180 2.99214 -3.21161 0.000
H 3.31517 0.08697 -3.80651 0.000
C -5.22453 -0.01006 1.63755 0.000
C -4.25288 -0.10037 0.48502 0.004
C -4.18843 1.24783 -0.23147 0.004
O -2.99849 -0.27480 0.96552 0.035
H -6.24292 -0.20994 1.30433 0.000
H -5.23529 0.98042 2.09244 0.000
H -4.98636 -0.73524 2.41569 0.000
H -4.47056 -0.97340 -0.13023 0.002
H -3.58203 1.03302 -1.11137 0.000
H -3.79789 2.13240 0.27163 0.000
H -5.10491 1.61530 -0.69312 0.001
H -2.39791 -0.00841 0.26556 0.000
C -2.60959 -3.59408 0.63428 0.119
C -1.85090 -3.65622 1.96524 0.097
C -0.67072 -4.61539 1.95269 0.011
O -1.07240 -5.98586 1.89287 0.000
C 0.09170 -6.80763 1.89378 0.001
N -1.47705 -2.30224 2.15308 0.587
H -3.13854 -4.53715 0.49664 0.025
H -1.97498 -3.40301 -0.23109 0.001
H -3.42342 -2.86987 0.67037 0.001
H -2.53743 -3.90338 2.77498 0.006
H -0.08315 -4.36106 2.83484 0.002
H -0.09356 -4.42783 1.04726 0.000
H 0.78996 -6.64038 1.07368 0.000
H -0.11198 -7.87699 1.94930 0.000
H 0.72572 -6.61636 2.75953 0.000
H -2.23718 -1.65361 2.00616 0.017
H -0.92315 -2.11126 1.33039 0.017
C 3.49093 -0.98833 4.09569 0.000
C 3.20529 -0.70419 2.65912 0.000
C 4.45218 -0.76906 1.68715 0.000
O 4.06484 -0.54372 0.31094 0.000
C 5.15631 -0.05146 -0.52681 0.000
N 2.20183 -1.60661 2.14557 0.000
H 4.33265 -1.67852 4.15270 0.000
H 2.58500 -1.31542 4.60600 0.000
H 3.80011 -0.07807 4.60942 0.000
H 2.75729 0.28115 2.53066 0.000
H 5.07174 -1.66541 1.71553 0.000
H 5.16446 -0.00985 2.01020 0.000
H 4.79863 -0.11494 -1.55449 0.000
H 5.98644 -0.75754 -0.50564 0.000
H 5.32619 1.01331 -0.36709 0.000
H 2.48825 -2.49096 2.54051 0.000
H 1.39078 -1.49073 2.73623 0.001
C 0.94673 4.91202 2.73853 0.000
O 0.13688 3.79209 2.35512 0.000
H 0.93475 5.65280 1.93904 0.000
H 0.51419 5.43466 3.59167 0.000
H 1.95372 4.54958 2.94520 0.000
H 0.20693 3.87484 1.40126 0.000
C -0.65974 0.75569 3.51260 0.002
O -0.01801 -0.45080 3.83872 0.052
H -1.70369 0.47445 3.37411 0.001
H -0.57011 1.54887 4.25485 0.002
H -0.33382 0.94665 2.49015 0.000
H -0.45661 -1.19915 3.42739 0.010



What did the seventh record say?
15
Properties=species:S:1:pos:R:3:lowdin_charge:R:1 method="wB97M-V/def2-TZVPD" gap_ha=0.2405 spin_multiplicity=1 e_lumo_ha=-0.098
C -1.37885 0.50177 -0.15489 -0.316
C -2.81489 0.06376 -0.37170 -0.282
O -3.86145 0.56994 -0.05054 0.053
C -0.81611 -0.12610 1.08700 -0.514
S 0.56339 -1.35401 0.53089 0.610
S 1.71593 1.08575 -0.49266 0.526
C 3.21955 -0.19711 -0.44073 -0.450
H -0.82245 0.20869 -1.04193 0.046
H -1.51088 1.59139 -0.13411 0.124
H -3.00124 -0.98255 -0.74821 0.133
H -1.52526 -0.83058 1.54410 0.071
H -0.05447 0.12995 1.80611 0.007
H 4.08781 0.41038 -0.70864 0.011
H 3.02981 -0.61282 -1.42118 0.004
H 3.16912 -0.45844 0.59648 -0.023